Entry 1:
The following is a quantum chemistry calculation of 6 unconnected molecules or ions with the total composition C15H43F3N4O8S, from the Open Molecules 2025 dataset.

The geometry in XYZ format:
```
74
Properties=species:S:1:pos:R:3
N -0.17608 -0.92798 0.86052
H -0.77765 -0.17674 0.55414
H -0.72813 -1.76580 0.74476
H -0.14558 -0.64365 1.82919
H 0.75951 -0.99151 0.48539
C -3.96136 -3.04760 -1.95082
F -3.31778 -3.78399 -2.84983
F -3.76813 -1.77003 -2.16063
F -5.30426 -3.39022 -1.94493
S -3.20744 -3.45431 -0.21925
O -3.23129 -4.92478 -0.06392
O -1.88243 -2.77914 -0.13646
O -4.15451 -2.80261 0.68524
C -2.70606 1.69481 0.69181
C -3.59016 0.43769 0.46003
O -3.52821 -0.34376 1.64280
O -1.50322 1.57188 -0.00557
H -2.39117 1.77436 1.73231
H -3.28430 2.58242 0.43513
H -3.26733 -0.08757 -0.43886
H -4.63728 0.72928 0.37883
H -3.90431 -1.21044 1.47249
H -1.71747 1.88911 -0.88595
C 1.94030 0.89767 -5.45562
C 0.75388 0.01978 -5.91231
C -0.21426 -0.37771 -4.77598
O 0.51041 -1.01277 -3.83123
C -0.26674 -1.37870 -2.67840
N 0.04168 0.68052 -6.98558
H 2.64308 0.97831 -6.28490
H 2.55261 0.40976 -4.69724
H 1.75765 1.92666 -5.14594
H 1.25852 -0.87111 -6.28612
H -0.89548 -1.09330 -5.23639
H -0.77141 0.48882 -4.41989
H -0.69739 -0.55865 -2.10380
H 0.37953 -1.95176 -2.01355
H -1.15245 -1.95727 -2.94084
H -0.54452 1.36435 -6.52858
H -0.67005 -0.00109 -7.20681
C 4.38134 -0.02568 1.95496
C 3.06333 -0.02304 1.14259
C 3.10841 0.85382 -0.12931
O 1.85207 0.77480 -0.72019
C 1.77300 1.41955 -1.96237
N 2.69971 -1.42402 0.83600
H 4.29321 -0.19235 3.02854
H 4.97580 0.87032 1.77638
H 5.00402 -0.86413 1.64291
H 2.23352 0.41446 1.69765
H 3.98499 0.66510 -0.74906
H 3.29990 1.81514 0.34745
H 0.89260 1.11239 -2.52687
H 2.63157 1.08441 -2.54429
H 1.99590 2.48415 -1.89131
H 2.89968 -1.94574 1.67738
H 3.25931 -1.93711 0.16990
C 1.14826 -0.60195 4.74758
C -0.13331 0.19348 4.49591
C -0.03616 1.72526 4.14773
O 0.41558 2.40180 5.28074
C 0.04681 3.74986 5.28309
N -0.70079 -0.68966 3.46226
H 1.75902 -0.04239 5.45607
H 1.69443 -0.75311 3.81649
H 0.95013 -1.54827 5.25089
H -0.79455 0.01579 5.34401
H -0.94510 2.13042 3.70300
H 0.64140 1.83358 3.30082
H 0.38601 4.31458 4.41467
H 0.47487 4.26496 6.14306
H -1.01899 3.86757 5.47889
H -0.76518 -1.67522 3.67352
H -1.67149 -0.41172 3.43770
```

Computed properties:
multiplicity = 2
⟨S²⟩ = 0.750
orbital gap (spin up / spin down) = 0.0724 / 0.3490 hartree
E_HOMO (spin up / spin down) = 0.44 / -7.16 eV
lowest unoccupied orbital energy (spin up / spin down) = 2.4144 / 2.3316 eV
charge = -1

=====

Entry 2:
The following is a quantum chemistry calculation of 7 unconnected molecules or ions with the total composition C15H44N2O7, from the Open Molecules 2025 dataset.

The geometry in XYZ format:
```
68
Properties=species:S:1:pos:R:3
C -0.70424 -0.22025 3.60618
O -0.20924 -1.07125 2.62118
H -1.77124 -0.38725 3.72218
H -0.48424 0.81875 3.29918
H -0.13224 -0.40525 4.53618
H -0.60024 -1.98125 2.65318
C -1.98824 0.13175 0.23418
O -1.06624 1.19575 0.28618
H -1.64924 -0.81725 0.70118
H -2.35224 -0.03825 -0.79182
H -2.87624 0.45575 0.75518
H -0.82224 1.44575 -0.60182
C 2.58076 0.65175 1.19418
O 3.88276 0.84275 0.70918
N 2.22476 -0.25225 2.07118
N 1.57776 1.46275 0.84618
H 2.91576 -1.00625 2.28418
H 1.21676 -0.47525 2.24718
H 1.91476 2.24375 0.22018
H 0.60176 1.18675 0.80418
C 3.30176 5.34375 -0.57882
C 2.51976 4.09275 -0.25982
C 1.09076 4.51375 0.10518
O 2.50076 3.17675 -1.10882
H 4.27276 5.05475 -0.99982
H 3.55776 5.83575 0.35418
H 2.80676 6.07875 -1.20082
H 3.04676 3.72875 0.66018
H 0.46776 3.69375 0.26718
H 0.62376 5.02175 -0.74782
H 1.13476 5.19175 0.99618
H 3.38276 2.90275 -1.38482
C -0.08024 -3.56325 -2.20682
C -0.16724 -2.17925 -1.64582
C 0.73376 -1.97725 -0.41882
O -0.00924 -1.19525 -2.44882
H -0.30924 -4.37925 -1.54982
H 0.94276 -3.71325 -2.56682
H -0.68924 -3.52825 -3.05382
H -1.24124 -2.07825 -1.37582
H 0.48676 -2.77325 0.27418
H 0.62776 -1.03125 0.12618
H 1.82076 -2.07925 -0.68082
H -0.07824 -0.40425 -1.91382
C 0.39576 1.36475 -4.21282
C -0.36124 2.08475 -3.09782
C -1.82124 1.57075 -3.04882
O 0.08176 1.90575 -1.98582
H 0.34376 1.98575 -5.09782
H -0.03624 0.40475 -4.36882
H 1.43376 1.21275 -4.06682
H -0.35724 3.18875 -3.36682
H -1.93624 0.53175 -2.84282
H -2.42624 1.75275 -3.94282
H -2.33824 2.13275 -2.27782
H 0.93176 2.39175 -1.86982
C -3.14324 -4.28625 3.43318
C -1.86224 -4.36425 2.64218
C -2.11824 -3.93425 1.17818
O -0.79524 -3.73425 2.96918
H -3.02024 -4.69825 4.41318
H -3.83724 -4.80025 2.86118
H -3.41024 -3.24525 3.57018
H -1.64124 -5.39925 2.74718
H -2.40724 -2.88625 1.09718
H -2.94524 -4.48425 0.76218
H -1.17724 -4.17425 0.63618
H -0.55524 -4.03425 3.83018
```

Computed properties:
orbital gap = 0.3168 hartree
energy above the lowest of the compared OMol25 structures with the same formula, charge and spin = 395.45 kJ/mol
E_HOMO = -8.30 eV
lowest unoccupied orbital energy = 0.3183 eV
SMILES string = NC(N)=O.CC(C)O.CC(C)O.CC(C)O.CC(C)O.CO.CO

=====

Entry 3:
The following is a quantum chemistry calculation of 7 unconnected molecules or ions with the total composition C15H44O7, from the Open Molecules 2025 dataset.

The geometry in XYZ format:
```
66
Properties=species:S:1:pos:R:3
C -7.48735 -0.14432 4.26286
C -6.88541 0.89611 3.33793
C -5.55352 1.36395 3.85594
O -6.70156 0.39142 2.03592
H -6.88599 -1.04852 4.35723
H -8.39770 -0.53747 3.81032
H -7.73551 0.26089 5.24384
H -7.56745 1.74637 3.33858
H -4.97917 0.48103 4.13642
H -5.80614 2.10761 4.61175
H -5.05753 1.93058 3.06788
H -6.59850 1.12891 1.43005
C -2.47392 3.60720 -6.53668
C -3.06133 2.80827 -7.74824
C -3.55494 3.64851 -8.87057
O -2.06320 1.93264 -8.25593
H -3.01269 4.48309 -6.17522
H -1.44956 3.88726 -6.78236
H -2.52994 2.89462 -5.71377
H -3.86572 2.17511 -7.37387
H -3.83562 2.97640 -9.68149
H -2.72340 4.20320 -9.30525
H -4.33824 4.36001 -8.60918
H -2.48392 1.30803 -8.85128
C 3.32282 2.93145 2.42502
C 4.29988 2.88685 1.25689
C 5.71637 3.50473 1.44236
O 4.50074 1.53633 0.99325
H 3.23712 3.98290 2.69927
H 3.63248 2.40041 3.32513
H 2.37263 2.53361 2.06869
H 3.82286 3.39327 0.41779
H 5.73084 4.59216 1.51566
H 6.20249 3.28985 0.49072
H 6.26524 2.95987 2.21045
H 3.60315 1.20031 0.93832
C 2.87707 -3.45912 5.96557
C 1.84109 -4.58326 5.65540
C 1.74784 -5.40486 6.93065
O 0.56610 -4.04436 5.41515
H 3.81375 -3.82191 6.38879
H 2.39211 -2.80797 6.69285
H 3.10903 -2.88462 5.06879
H 2.20638 -5.19905 4.83353
H 2.59370 -6.08799 6.85343
H 0.81428 -5.96472 6.98643
H 1.73744 -4.80352 7.83972
H 0.19801 -3.72518 6.24233
C 3.82514 1.54810 -5.68796
O 3.14160 0.58806 -6.45815
H 3.33597 1.75523 -4.73616
H 4.84330 1.25873 -5.42773
H 3.72930 2.53766 -6.13485
H 2.32329 0.93250 -6.82329
C 4.22216 -5.21799 -1.32433
O 2.93831 -5.75222 -1.16221
H 4.62816 -5.09243 -0.32058
H 4.87329 -5.99230 -1.73002
H 4.34834 -4.26677 -1.84139
H 2.39831 -4.97153 -1.01889
C -1.16183 -0.93300 -0.54265
O -0.11582 -1.45204 0.24541
H -1.85264 -1.73042 -0.81648
H -1.71473 -0.15973 -0.00929
H -0.77029 -0.47979 -1.45338
H -0.54696 -1.85815 1.00091
```

Computed properties:
orbital gap = 0.3814 hartree
energy above the lowest of the compared OMol25 structures with the same formula, charge and spin = 381.97 kJ/mol
E_HOMO = -10.03 eV
lowest unoccupied orbital energy = 0.3470 eV
SMILES string = CC(C)O.CC(C)O.CC(C)O.CC(C)O.CO.CO.CO